Entry i
Computed, not measured: C4H4O2 in the gas phase, with ωB97M-V with the def2-TZVPD basis set.

ORCA input file:
```
! RIJCOSX wB97M-V def2-TZVPD def2/J DEFGRID3
* xyz 0 1
C -2.986 0.038 -0.135
C -1.805 -0.102 -0.012
C -0.370 -0.435 0.209
O 0.429 0.737 0.056
C 1.794 0.443 -0.044
O 2.342 -0.628 -0.144
H -4.122 0.043 -0.235
H -0.167 -0.831 1.284
H 0.044 -1.143 -0.531
H 2.278 1.395 0.071
*
```

SMILES	C#CCOC=O
orbital gap	11.359	eV
E_HOMO	-10.48	eV

***

Entry ii
Computed, not measured: a molecular structure, C4H4O2, with ωB97M-V with the def2-TZVPD basis set.

ORCA input file:
```
! RIJCOSX wB97M-V def2-TZVPD def2/J DEFGRID3
* xyz 0 1
O 0.626 0.372 1.909
C 0.342 -0.879 0.210
C -0.136 0.386 0.732
C -0.918 1.258 0.069
C -1.256 0.448 -1.068
O -0.577 -0.604 -1.399
H 1.403 0.933 1.791
H 0.059 -1.807 0.737
H 1.410 -0.870 -0.040
H -2.155 0.678 -1.679
*
```

orbital gap	8.051	eV
E_HOMO	-8.31	eV

***

Entry iii
Computed, not measured: C4H4O2 in the gas phase, with ωB97M-V with the def2-TZVPD basis set.

ORCA input file:
```
! RIJCOSX wB97M-V def2-TZVPD def2/J DEFGRID3
* xyz 0 1
C 1.629 -0.135 -1.097
C 0.807 0.318 -0.175
O -0.486 0.538 -0.560
C -1.360 0.439 0.491
C -1.690 -0.733 1.015
O -2.040 -1.723 1.524
H 1.247 -0.277 -2.106
H 2.639 -0.304 -0.796
H 1.071 0.529 0.871
H -1.817 1.349 0.834
*
```

SMILES	C=COC=C=O
orbital gap	9.381	eV
E_HOMO	-8.99	eV

***

Entry iv
Computed, not measured: 2 unconnected molecules or ions with the total composition C4H4O2, with ωB97M-V with the def2-TZVPD basis set.

ORCA input file:
```
! RIJCOSX wB97M-V def2-TZVPD def2/J DEFGRID3
* xyz 0 1
C 1.456 0.321 0.015
C 0.998 -0.826 0.773
C 0.181 -0.214 -0.431
C -1.178 0.366 -0.568
O 2.159 1.279 0.031
O 0.387 -1.597 -0.191
H 0.551 -0.856 2.207
H -1.290 1.247 0.063
H -1.921 -0.381 -0.295
H -1.343 0.662 -1.604
*
```

orbital gap	9.768	eV
E_HOMO	-9.28	eV

***

Among the structures shown above, entry i is the most stable, with the second-best lying 0.201 eV higher.